Molecular formula: C32H90N6O10
Method: DFT, the ωB97M-V functional and the def2-TZVPD basis

Molar mass ... 719.10 g/mol
E_LUMO ... 0.1602 eV
Frontier orbital gap ... 9.23 eV
E_tot ... -2353.7739 hartree
HOMO ... -0.3332 hartree
SMILES ... COC[C@H](C)N.COC[C@H](C)N.COC[C@H](C)N.COC[C@H](C)N.COC[C@H](C)N.COC[C@H](C)N.CCO.CCO.CCO.CCO

Atoms and positions in Å:
1 C -8.433 -1.596 6.667
2 H -10.328 -1.257 8.875
3 C 2.238 3.065 -8.735
4 H -11.824 -2.232 9.134
5 H -10.015 6.451 -6.551
6 H -11.215 -3.347 6.659
7 H 7.020 2.919 5.169
8 H -0.616 1.171 -1.698
9 C 0.470 -6.605 4.189
10 H -5.354 5.860 -3.965
11 C 5.039 -2.507 -8.558
12 H 2.763 2.977 -9.686
13 H -0.378 -0.552 -1.880
14 H -10.791 -2.225 5.384
15 C -2.330 -0.345 -0.192
16 H 8.494 2.179 -5.265
17 C -0.252 0.280 -1.187
18 C -1.171 2.102 7.969
19 H 0.560 -7.593 3.737
20 H 2.577 -2.725 6.372
21 N 6.745 -1.590 -7.099
22 H -2.307 -1.358 -0.594
23 H -3.056 1.937 7.012
24 H -7.929 5.839 -3.867
25 O 8.319 1.268 2.689
26 H -1.625 1.582 8.812
27 H 1.489 -4.285 4.983
28 N -12.873 -1.450 6.837
29 H -11.032 -0.366 6.735
30 H 8.565 2.083 -3.051
31 C 5.851 -1.245 -8.231
32 H -8.186 -1.456 5.614
33 C -8.997 6.715 -6.839
34 H 1.980 -3.294 7.859
35 H -7.495 -1.862 7.154
36 H 1.816 1.675 9.329
37 H -1.429 3.120 8.258
38 O -5.830 5.152 -5.767
39 H 4.607 -7.328 -1.324
40 H 0.612 -4.792 6.372
41 H -8.900 7.800 -6.794
42 H -2.881 -0.294 0.748
43 C -1.756 0.357 6.310
44 C 3.020 4.032 -7.847
45 H -8.484 4.963 -5.848
46 H 2.350 -7.977 6.255
47 H 1.861 1.783 -2.714
48 H -2.481 0.086 5.542
49 H 2.087 2.166 -8.138
50 C 7.461 1.407 3.745
51 H 0.354 2.320 9.910
52 C 3.153 -3.612 -7.635
53 H 7.646 0.592 4.445
54 H 1.737 -6.786 7.078
55 C 7.721 2.800 4.343
56 H 7.166 3.732 -4.257
57 H 3.877 3.568 -7.359
58 H 5.605 -3.413 -8.776
59 H 3.667 -3.337 7.703
60 H 9.579 3.571 -2.548
61 H 2.459 4.331 -6.962
62 C 1.558 -6.428 5.259
63 H 2.703 -0.377 0.036
64 H 2.606 -4.113 -6.836
65 H -2.925 0.198 -0.926
66 O 4.213 -5.483 -1.814
67 H -8.808 6.321 -7.838
68 H -4.153 6.381 -5.320
69 H 1.274 3.191 8.753
70 C 2.674 -7.153 -2.485
71 O -9.379 -2.663 6.795
72 H 7.915 3.462 -2.124
73 H 3.498 -4.446 -8.245
74 C 0.917 2.188 8.987
75 H 7.269 0.244 -9.168
76 H 1.719 0.102 -3.080
77 H -1.947 1.925 4.737
78 C 1.252 0.402 -0.987
79 C -2.015 1.823 6.711
80 N -8.431 6.549 -4.380
81 H -9.397 6.420 -4.116
82 H 2.192 -8.035 -2.064
83 O 3.437 5.214 -8.507
84 C -4.766 5.613 -4.849
85 C -6.698 6.228 -6.170
86 H 3.120 -7.371 -3.456
87 H 1.905 -6.396 -2.636
88 H -0.837 0.266 5.731
89 C 8.629 3.159 -2.890
90 H 4.546 -2.188 -9.476
91 O 4.163 -2.681 -7.444
92 H 4.389 5.128 -8.590
93 H -12.081 -0.568 9.192
94 H 1.357 -0.791 0.532
95 C -8.150 5.998 -5.776
96 N 1.522 -7.402 6.307
97 N -1.854 2.592 5.490
98 N 1.839 -0.729 -0.353
99 O -0.933 0.009 0.041
100 H 7.144 -2.470 -7.393
101 O 8.710 3.113 -5.309
102 H 7.556 -1.470 -9.529
103 H 1.299 3.433 -9.149
104 H -4.064 4.830 -4.561
105 H 5.079 -0.490 -8.085
106 H -8.754 -0.666 7.136
107 C 6.788 -0.717 -9.350
108 C -11.409 -1.301 8.747
109 O 0.205 1.632 7.913
110 H -6.405 7.237 -5.879
111 C 2.027 0.791 -2.294
112 H 0.500 -5.879 3.376
113 H 3.715 -4.695 -1.585
114 H -0.472 -6.526 4.732
115 C -10.731 -2.391 6.459
116 H 6.004 -1.878 -6.476
117 H 6.429 1.321 3.405
118 C 8.253 3.777 -4.199
119 H 2.505 -6.552 4.734
120 H -6.507 6.147 -7.240
121 H -1.806 -0.370 7.121
122 H 8.683 3.011 4.811
123 C 3.735 -6.686 -1.451
124 H 8.582 4.812 -4.297
125 C 2.759 -3.495 7.123
126 H -13.365 -2.286 7.119
127 H 1.341 1.353 -0.460
128 H 3.279 -6.637 -0.463
129 C -11.476 -1.254 7.184
130 H 3.089 0.548 -2.253
131 C 1.508 -5.014 5.793
132 H 7.324 3.590 3.706
133 H 6.205 -0.511 -10.248
134 H -0.886 2.880 5.488
135 H 8.228 0.407 2.274
136 H 2.372 -3.189 -8.268
137 O 2.659 -4.780 6.551
138 H -13.345 -0.662 7.257

Forces on the atoms, in the same order (eV/Å):
C -0.3 -0.5 -0.2
H -0.1 0.4 1.4
C 0.4 0.8 -0.2
H 0.4 -0.4 -0.3
H -0.4 0.3 -0.4
H -0.2 0.0 0.1
H -0.1 -0.3 0.4
H -0.2 0.2 0.2
C -0.1 -0.3 0.7
H 0.8 0.8 0.3
C -0.5 1.4 -0.5
H 0.6 -0.9 0.3
H -0.4 -0.4 -0.1
H -0.2 0.2 -0.2
C 1.0 -0.7 0.1
H -0.1 -0.1 0.1
C 0.4 -1.0 -0.4
C -0.7 -0.3 -0.3
H -0.2 -0.1 0.1
H 0.5 0.2 -0.3
N -1.5 1.0 0.3
H -0.3 -0.3 0.3
H -0.1 -0.1 0.4
H 0.1 0.2 1.0
O 1.5 -0.2 -2.0
H -0.3 -0.6 -0.1
H -0.1 0.0 -0.5
N -0.6 1.8 -1.4
H -0.7 0.6 0.4
H 0.5 -0.1 0.6
C 2.0 -0.4 -1.0
H -0.2 0.4 -0.2
C -0.6 -0.3 1.0
H -0.5 -0.4 0.2
H -0.2 -0.4 0.1
H -0.1 -0.8 -0.7
H 1.4 0.8 -0.1
O 1.6 0.5 1.5
H -0.2 -0.4 -0.4
H -0.4 -0.3 0.3
H 0.1 0.0 -0.1
H 0.4 -0.1 0.1
C -0.6 -0.2 -0.5
C -0.5 0.2 0.7
H 0.6 -0.3 0.1
H -0.1 -0.3 -0.1
H 0.0 0.1 0.5
H -0.5 -0.2 0.2
H 0.0 -0.3 -0.6
C -0.1 0.8 1.1
H -0.6 -0.3 0.0
C -1.0 -1.1 -2.2
H -0.1 0.1 0.6
H -0.1 -0.6 1.0
C -1.8 -0.3 0.9
H -0.4 0.6 0.1
H 0.3 -0.5 -0.5
H 0.3 -0.1 0.2
H 0.3 -0.4 -0.7
H 0.3 -0.8 0.0
H -0.6 0.1 -0.1
C 0.3 0.7 -2.4
H 0.9 -0.2 -0.4
H 0.8 0.8 1.0
H 0.6 0.8 -0.1
O 2.2 3.0 -1.0
H 0.1 0.1 0.1
H -0.4 0.4 0.3
H -0.1 0.3 -0.3
C 0.6 -0.5 0.9
O 0.6 0.6 0.9
H -0.2 -0.2 0.0
H 0.4 -0.3 -0.1
C 0.7 1.1 0.8
H 0.0 -0.2 0.8
H -0.3 -0.1 -0.3
H 0.0 0.2 -0.3
C -0.1 3.0 -1.4
C 0.4 -2.3 0.3
N 1.2 -0.9 -1.6
H -0.3 -0.1 -0.3
H -0.1 -0.2 -0.4
O 0.3 -0.1 -0.2
C -1.6 -0.8 -0.5
C 0.5 -1.4 -0.5
H 0.0 -0.1 0.1
H 0.1 0.1 0.2
H 0.5 0.1 0.6
C 0.1 0.6 0.4
H -0.9 -0.6 -0.2
O 0.6 0.2 0.7
H 0.0 0.3 -0.2
H 0.7 0.6 0.0
H -0.8 -0.7 0.2
C -0.7 1.5 -0.5
N -0.2 0.2 1.1
N 0.7 1.0 0.6
N 0.3 -0.1 1.1
O -1.0 0.8 -0.8
H 0.5 -0.2 0.0
O 1.4 -0.7 -1.6
H 0.1 0.1 -0.3
H -0.4 0.3 0.9
H -0.4 -0.5 -0.4
H 0.3 0.2 0.9
H -0.2 0.1 -0.1
C -1.0 -0.5 -0.3
C 0.9 -0.3 -1.8
O -1.1 0.9 0.0
H 0.3 -0.1 0.5
C -0.8 -1.7 -0.6
H 0.1 0.2 0.2
H -0.4 -0.4 0.2
H -0.3 -0.1 -0.4
C 0.5 -0.5 0.1
H 0.4 -0.3 1.2
H -0.3 0.2 0.2
C -1.6 0.6 0.4
H 0.3 0.4 -0.2
H -1.0 0.5 -0.4
H 0.1 0.0 0.0
H 0.2 -0.2 -0.7
C -1.9 -1.2 0.2
H -0.1 0.0 0.1
C -1.0 0.3 0.2
H 0.7 -0.2 0.3
H 0.2 0.0 1.1
H -0.3 -0.2 0.2
C -0.6 -2.3 1.2
H 0.1 0.4 0.6
C 0.1 0.7 -0.4
H 0.8 0.0 -0.5
H 0.0 -0.4 -0.4
H 0.2 0.3 -0.4
H 0.0 0.0 0.0
H -0.3 0.3 -0.1
O 1.1 -0.1 1.0
H -0.6 -0.1 -0.2

Molecular formula: C22H42N2O9S
Method: DFT, the ωB97M-V functional and the def2-TZVPD basis

Molar mass ... 510.65 g/mol
E_LUMO ... -0.3591 eV
Frontier orbital gap ... 8.84 eV
E_tot ... -2048.1302 hartree
HOMO ... -0.3381 hartree
SMILES ... CS(=O)(=O)[C@H]1C[C@@H](CON=O)NC1=O.C1CCOC1.C1CCOC1.C1CCOC1.C1CCOC1

Atoms and positions in Å:
1 C -2.930 0.691 -1.346
2 O 2.721 1.795 -2.921
3 C -8.383 -2.619 -0.190
4 C 7.757 -0.488 -1.460
5 N -3.487 -1.594 -1.457
6 C 8.697 -1.156 -0.469
7 H 4.467 -0.157 -1.748
8 O -3.953 -0.279 -1.613
9 O 0.485 0.270 -4.320
10 H 6.983 0.103 -0.968
11 H -7.499 -3.205 0.083
12 O 2.576 1.828 -0.594
13 H 9.905 -2.151 -1.951
14 N -1.212 -0.245 -2.888
15 H -4.203 -2.270 2.689
16 H 7.195 -3.401 -1.347
17 H -1.941 -0.029 -3.557
18 C -5.767 -0.805 3.126
19 H -7.391 0.307 0.473
20 H -5.709 -1.137 4.165
21 H -1.286 -0.596 -0.795
22 H 8.026 -3.282 -2.910
23 H -3.044 1.057 -0.331
24 H -5.942 1.078 2.087
25 H -6.709 -1.160 2.706
26 H -3.706 1.740 2.637
27 C 3.423 -0.420 -1.687
28 H 8.151 -1.439 0.433
29 C -1.521 0.185 -1.518
30 H -0.295 1.493 -0.200
31 C -4.554 -1.294 2.352
32 H -3.751 0.893 4.195
33 C -4.080 0.853 3.151
34 H -9.013 0.282 -0.248
35 O -4.202 -2.225 -0.788
36 H 4.009 4.399 1.603
37 H -7.780 -2.797 -2.288
38 H -6.460 -0.987 -1.307
39 O 5.902 1.726 2.004
40 H 5.723 4.224 3.338
41 H -9.277 -1.897 -2.017
42 H -3.064 1.486 -2.071
43 H 3.151 -0.952 -0.782
44 H 5.964 3.308 0.688
45 H 4.306 3.605 4.194
46 C -7.527 -0.791 -1.415
47 H 4.954 1.309 3.779
48 H 9.487 -3.206 -0.596
49 C 9.120 -2.403 -1.233
50 H -9.269 -3.232 -0.026
51 H 3.102 -1.048 -2.510
52 C 0.060 0.148 -3.257
53 C 0.713 0.414 -1.886
54 C -0.404 1.210 -1.237
55 H -4.763 -1.349 1.282
56 C 4.963 3.439 3.341
57 H 6.555 2.058 3.937
58 H 9.528 -0.516 -0.177
59 C 5.626 2.069 3.364
60 H 4.726 2.088 0.338
61 O 7.146 -1.542 -2.224
62 C -8.280 -2.099 -1.617
63 H 0.747 -0.520 -1.320
64 O -3.518 -0.319 2.550
65 O -8.436 -1.468 0.662
66 C -5.592 0.708 3.054
67 H 3.302 2.856 2.092
68 H 8.303 0.158 -2.154
69 C -8.098 -0.301 -0.094
70 H -0.630 2.106 -1.818
71 C 4.238 3.412 2.000
72 S 2.390 1.035 -1.767
73 H -6.121 1.249 3.837
74 C 7.840 -2.768 -1.967
75 H -7.662 -0.076 -2.226
76 C 5.217 2.641 1.134

Forces on the atoms, in the same order (eV/Å):
C 0.6 -0.1 -0.6
O -0.1 -0.2 -1.8
C 0.2 -0.1 0.1
C 0.0 0.1 -0.2
N 0.6 -0.5 0.5
C -0.1 -0.1 0.2
H 0.2 0.2 0.0
O -0.5 0.4 0.4
O 1.7 0.3 -4.2
H 0.0 0.0 0.0
H 0.0 -0.1 -0.1
O -0.7 -0.5 2.0
H 0.0 0.0 0.0
N -1.0 0.3 0.1
H 0.1 0.0 0.0
H 0.1 -0.1 0.0
H 0.1 -0.4 -0.2
C 0.0 -0.1 0.2
H 0.0 0.0 0.1
H 0.0 0.0 0.0
H -0.5 -0.5 -0.1
H -0.1 0.0 0.0
H -0.2 0.1 0.2
H 0.0 0.0 0.0
H 0.0 0.0 -0.1
H 0.1 0.0 0.0
C -1.5 -0.3 0.0
H 0.0 0.0 0.0
C 0.8 0.1 0.3
H 0.2 -0.2 0.2
C 0.0 0.1 -0.1
H 0.0 0.1 0.0
C 0.1 -0.1 0.1
H 0.0 0.1 0.0
O -0.3 0.0 -0.5
H 0.0 0.0 0.0
H 0.0 0.0 0.0
H 0.0 0.0 0.0
O -0.1 0.1 0.0
H 0.0 0.0 0.0
H 0.0 0.0 0.0
H -0.3 0.3 0.0
H 0.3 0.0 0.3
H 0.0 0.0 0.0
H 0.0 0.0 0.0
C 0.2 0.0 0.0
H 0.0 0.0 0.1
H 0.0 0.0 0.0
C 0.1 0.0 -0.1
H 0.0 0.0 0.1
H 0.3 -0.1 -0.4
C -1.1 -0.6 4.1
C 0.8 -0.1 0.8
C -0.8 0.4 -0.3
H -0.1 -0.1 0.0
C 0.1 0.1 0.0
H 0.0 0.0 0.0
H 0.0 0.0 0.0
C -0.1 -0.1 0.0
H 0.0 0.0 0.0
O 0.2 0.0 0.2
C -0.2 0.1 0.0
H 0.1 -0.3 -0.1
O -0.1 0.0 -0.1
O 0.1 0.0 -0.1
C 0.0 0.0 -0.1
H 0.0 0.0 -0.1
H 0.0 0.1 0.1
C -0.2 0.0 0.0
H 0.2 0.2 0.0
C -0.1 -0.1 0.1
S 1.1 1.2 -0.7
H 0.0 0.0 0.0
C -0.2 -0.1 0.0
H 0.0 0.0 0.0
C 0.3 0.0 -0.1

Molecular formula: C19H18I2N2OPdSi
Method: DFT, the ωB97M-V functional and the def2-TZVPD basis

Molar mass ... 678.68 g/mol
E_LUMO ... -0.4211 eV
Frontier orbital gap ... 6.80 eV
E_tot ... -1932.3880 hartree
HOMO ... -0.2654 hartree

Atoms and positions in Å:
1 H 2.836 0.412 -0.976
2 Si -2.449 -1.095 0.095
3 I -0.185 -5.155 2.859
4 I 5.649 -3.955 3.231
5 H 5.193 0.060 -0.223
6 C -0.683 3.392 -1.552
7 C -3.075 -0.145 1.592
8 C 2.699 -4.233 2.788
9 C 2.327 -2.141 1.010
10 H -4.347 -0.478 -1.389
11 C 3.623 -2.411 1.507
12 C -1.565 4.253 -0.900
13 C 3.783 -3.482 2.420
14 H -2.930 -0.926 -2.344
15 C 3.081 -0.380 -0.277
16 H 5.675 -1.751 1.395
17 C -0.116 5.113 -3.119
18 H 0.719 3.132 -3.157
19 H -2.578 -0.490 2.500
20 N 2.088 -1.121 0.143
21 O 0.011 -2.719 0.862
22 H -4.151 -0.294 1.717
23 C -0.531 2.048 -1.076
24 H -1.113 6.988 -2.835
25 H -4.001 -2.997 0.347
26 H -2.599 -3.463 -0.629
27 C -0.992 5.975 -2.473
28 H -3.021 0.670 -1.593
29 H 0.443 5.451 -3.981
30 C 4.667 -1.579 1.042
31 N -0.420 0.972 -0.700
32 H -2.395 6.222 -0.868
33 C 0.043 3.816 -2.663
34 C -2.916 -2.898 0.249
35 H -2.891 0.927 1.492
36 C 4.404 -0.578 0.151
37 H -2.120 3.905 -0.040
38 C 1.180 -2.943 1.370
39 C -1.714 5.547 -1.367
40 Pd -0.175 -0.897 -0.035
41 C -3.258 -0.386 -1.453
42 H 2.820 -5.049 3.487
43 H -2.437 -3.344 1.120
44 C 1.422 -3.971 2.273

Forces on the atoms, in the same order (eV/Å):
H 0.0 0.0 0.0
Si -0.1 0.0 -0.1
I 0.0 0.0 0.0
I 0.0 0.0 0.0
H 0.0 0.0 0.0
C 0.0 0.0 0.0
C 0.0 0.0 0.0
C 0.0 0.0 0.0
C 0.0 -0.1 -0.1
H 0.0 0.0 0.0
C 0.0 0.0 0.0
C 0.0 0.0 0.0
C 0.0 0.0 0.0
H 0.0 0.0 0.0
C 0.0 0.0 0.1
H 0.0 0.0 0.0
C 0.0 0.0 0.0
H 0.0 0.0 0.0
H 0.0 0.0 0.0
N 0.0 0.0 0.0
O -0.1 0.2 0.0
H 0.0 0.0 0.0
C 0.0 0.0 0.0
H 0.0 0.0 0.0
H 0.0 0.0 0.0
H 0.0 0.0 0.0
C 0.0 0.0 0.0
H 0.0 0.0 0.0
H 0.0 0.0 0.0
C 0.0 0.0 0.0
N 0.0 -0.2 -0.1
H 0.0 0.0 0.0
C 0.0 0.0 0.0
C 0.0 0.0 0.0
H 0.0 0.0 0.0
C 0.0 0.0 0.0
H 0.0 0.0 0.0
C 0.0 0.0 0.0
C 0.0 0.0 0.0
Pd 0.2 0.1 0.1
C -0.1 0.0 0.0
H 0.0 0.0 0.0
H 0.0 0.0 0.0
C 0.0 0.0 0.0

Molecular formula: C32H25Br2N3O2PTa
Method: DFT, the ωB97M-V functional and the def2-TZVPD basis

Molar mass ... 855.30 g/mol
E_LUMO (alpha / beta) ... -9.2148 / -9.5007 eV
Frontier orbital gap (alpha / beta) ... 6.89 / 6.61 eV
Expectation value of S² ... 0.754
E_tot ... -7094.7057 hartree
HOMO (alpha / beta) ... -0.5917 / -0.5920 hartree
Charge ... +3
Spin multiplicity ... 2

Atoms and positions in Å:
1 C -0.361 -0.747 5.388
2 C -3.334 -1.032 -1.755
3 C -0.907 4.360 0.675
4 H 2.337 -0.098 2.299
5 C 0.499 -0.006 4.588
6 Ta 0.873 0.802 0.202
7 H 0.153 4.392 0.880
8 H 3.348 -4.559 -0.171
9 C -1.133 -1.968 3.467
10 C 0.609 1.935 -2.919
11 H 2.497 -2.358 0.478
12 Br 5.377 1.013 -5.415
13 C -1.920 -1.155 0.191
14 H 1.787 1.306 2.859
15 C 2.381 1.853 -4.537
16 H 1.144 0.743 5.033
17 H -1.329 6.423 0.932
18 C -2.974 -0.710 0.990
19 C -3.586 4.019 0.124
20 C -2.725 2.946 0.104
21 C 0.536 -0.269 3.230
22 C -3.096 5.282 0.434
23 C 1.795 -3.146 0.231
24 C 0.415 -2.933 0.280
25 H -1.767 -2.734 3.036
26 H -2.999 1.922 -0.112
27 C 2.566 0.863 -2.372
28 H -5.038 -0.135 1.038
29 H -0.393 2.246 -2.646
30 C 3.290 0.197 -1.375
31 N -1.426 3.154 0.385
32 C 0.027 -5.211 -0.388
33 C -1.168 -1.736 4.829
34 H 2.788 2.101 -5.508
35 H -0.655 -6.018 -0.617
36 H -1.542 -3.821 0.027
37 C 2.281 -4.389 -0.135
38 N 1.482 0.465 2.370
39 N 1.300 1.251 -2.006
40 C 3.163 1.141 -3.607
41 H 0.480 2.787 -4.875
42 C -2.099 -1.304 -1.188
43 H -2.848 -0.597 2.059
44 C 4.590 -0.172 -1.517
45 H -3.767 6.131 0.474
46 H 1.784 -6.383 -0.747
47 P -0.252 -1.375 0.847
48 H 6.233 -0.205 -2.917
49 C -4.387 -0.599 -0.957
50 O 2.502 0.043 -0.268
51 H -4.630 3.857 -0.103
52 C -1.743 5.451 0.702
53 C 1.106 2.240 -4.184
54 Br 5.537 -0.957 -0.118
55 C -0.471 -3.971 -0.023
56 H -3.482 -1.177 -2.817
57 C 1.399 -5.416 -0.452
58 H -5.352 -0.397 -1.403
59 O -0.620 2.073 0.372
60 C -4.210 -0.445 0.413
61 H -1.824 -2.319 5.460
62 C 4.516 0.708 -3.781
63 C 5.203 0.087 -2.770
64 H -0.390 -0.562 6.453
65 H -1.289 -1.663 -1.814
66 C -0.283 -1.222 2.645

Forces on the atoms, in the same order (eV/Å):
C 0.0 0.0 -0.1
C 0.0 0.0 0.0
C 0.0 0.0 0.0
H 0.0 0.1 0.0
C -0.1 -0.2 0.0
Ta -0.3 -0.1 -0.7
H 0.0 0.0 0.0
H 0.0 0.0 0.0
C 0.0 -0.1 -0.1
C -0.2 0.0 -0.1
H 0.0 0.0 0.0
Br 0.0 0.0 0.0
C 0.0 0.1 0.1
H -0.1 0.0 0.0
C 0.1 -0.1 0.1
H 0.0 0.0 0.0
H 0.0 0.0 0.0
C 0.0 -0.1 0.0
C 0.0 -0.1 0.0
C 0.0 0.1 0.0
C 0.1 0.3 0.0
C -0.1 0.0 0.0
C 0.1 0.0 0.0
C -0.1 -0.1 0.0
H 0.0 0.0 0.0
H 0.0 0.0 0.0
C 0.3 -0.1 0.0
H 0.0 0.0 0.0
H 0.0 0.0 0.0
C -0.7 0.0 0.2
N -0.1 -0.2 -0.2
C 0.0 0.0 0.0
C 0.1 0.1 0.1
H 0.0 0.0 0.0
H 0.0 0.0 0.0
H 0.0 0.0 0.0
C 0.0 0.0 0.0
N 0.1 0.0 0.0
N 0.0 0.2 0.0
C -0.1 0.1 -0.1
H 0.0 0.0 0.0
C 0.0 0.0 0.0
H 0.0 0.0 0.0
C 0.0 0.1 -0.3
H 0.0 0.0 0.0
H 0.0 0.0 0.0
P -0.1 0.1 0.0
H 0.0 0.0 0.0
C 0.0 0.0 0.0
O 0.9 -0.1 0.9
H 0.0 0.0 0.0
C 0.1 0.0 0.0
C 0.0 0.0 0.1
Br 0.0 -0.1 0.0
C 0.0 0.0 0.0
H 0.0 0.0 0.0
C 0.0 0.0 0.0
H 0.0 0.0 0.0
O 0.5 -0.1 0.1
C 0.0 0.0 0.0
H 0.0 0.0 0.0
C 0.1 0.0 0.0
C 0.0 0.0 0.0
H 0.0 0.0 0.0
H 0.0 0.0 0.0
C -0.2 -0.2 -0.1